1.
55
Properties=species:S:1:pos:R:3:forces:R:3 method="wB97M-V/def2-TZVPD" orbital_gap_ev=8.25 spin_multiplicity=1 homo_energy_ev=-7.913 lumo_energy_ev=0.339 smiles="CCCCN(C)CCn1c(=S)[nH]c2cc(OCC)c(OCC)cc2c1=O"
C 3.57883 4.38102 2.13737 0.1 -0.2 0.1
C 3.80937 3.01370 1.50673 -0.1 0.2 -0.2
C 2.83154 2.70759 0.37140 -0.1 -0.3 0.3
C 1.43220 2.30527 0.85202 0.3 0.1 -0.2
N 0.72760 3.39350 1.50480 -0.2 -0.1 -0.1
C 0.08627 4.29532 0.57185 0.1 0.0 -0.1
C -0.08752 3.02741 2.63190 -0.2 -0.2 0.1
C -1.43008 2.30725 2.35480 0.1 0.8 0.3
N -1.27284 1.01397 1.71246 0.0 -0.3 -0.1
C -0.85914 -0.04277 2.46947 0.1 -0.5 0.3
S -0.57915 0.04058 4.09372 0.1 -0.1 0.5
N -0.67924 -1.23855 1.84710 0.0 0.1 0.0
C -0.90430 -1.45015 0.51021 -0.2 0.4 -0.7
C -0.68468 -2.69089 -0.07899 0.0 -0.1 0.1
C -0.91326 -2.89158 -1.43275 -0.1 0.2 -0.1
O -0.70140 -4.07216 -2.06720 -0.1 0.5 -0.1
C -0.14924 -5.17938 -1.37850 0.3 -0.4 0.2
C 1.35930 -5.05962 -1.18967 -0.4 0.1 -0.1
C -1.40920 -1.81468 -2.21789 -0.1 0.2 0.3
O -1.64061 -1.84920 -3.55803 0.4 0.1 0.1
C -2.16570 -3.00944 -4.18534 -0.4 -0.5 -0.3
C -3.50513 -3.43715 -3.59776 0.4 0.2 -0.1
C -1.61413 -0.58734 -1.61353 0.1 -0.3 0.0
C -1.36176 -0.38015 -0.25972 0.1 -0.5 0.1
C -1.58713 0.92604 0.35203 -0.1 0.0 -0.2
O -2.01225 1.89137 -0.24779 0.0 -0.1 -0.1
H 4.27939 4.54429 2.95360 0.1 0.1 0.1
H 2.56542 4.44966 2.51917 0.0 0.1 0.0
H 3.72394 5.16688 1.39914 0.0 0.1 -0.1
H 3.72167 2.24041 2.27327 0.1 -0.1 0.0
H 4.82828 2.97121 1.11204 0.0 -0.1 0.1
H 2.76072 3.57331 -0.28761 0.0 0.0 -0.1
H 3.22104 1.87428 -0.21936 0.0 0.0 -0.1
H 1.54379 1.48406 1.56588 0.0 0.0 0.0
H 0.86780 1.92548 -0.01637 0.0 -0.1 0.1
H 0.84335 4.72329 -0.08315 0.0 0.1 -0.1
H -0.67180 3.80304 -0.05237 0.0 0.1 0.0
H -0.38247 5.10610 1.12769 0.0 0.1 0.0
H -0.34214 3.94546 3.17147 0.0 0.0 0.1
H 0.51432 2.40531 3.29824 -0.1 0.1 0.0
H -2.05272 2.91239 1.69530 0.1 -0.1 0.1
H -1.93805 2.15759 3.31036 0.0 0.0 -0.2
H -0.37155 -1.99786 2.44054 -0.1 0.2 0.0
H -0.32020 -3.49111 0.54499 0.1 -0.1 0.0
H -0.37326 -6.03151 -2.02650 0.0 0.1 0.2
H -0.65978 -5.33551 -0.42098 0.0 0.0 -0.1
H 1.61328 -4.19557 -0.58088 0.1 0.0 0.1
H 1.73814 -5.95615 -0.70708 0.1 -0.1 0.1
H 1.84264 -4.94871 -2.15691 0.1 0.0 -0.1
H -2.29237 -2.69761 -5.22559 0.0 -0.1 0.1
H -1.44991 -3.83546 -4.14709 -0.1 0.2 -0.1
H -3.92070 -4.24817 -4.18905 -0.1 -0.1 0.0
H -4.20067 -2.60108 -3.60454 -0.1 0.0 0.0
H -3.38253 -3.77951 -2.57279 0.0 -0.1 0.1
H -1.97399 0.23554 -2.21008 -0.1 0.1 -0.1

---

2.
57
Properties=species:S:1:pos:R:3:forces:R:3 method="wB97M-V/def2-TZVPD" orbital_gap_ev=8.85 spin_multiplicity=1 homo_energy_ev=-8.523 lumo_energy_ev=0.330 smiles="Cc1cc(-c2cc(C(N)=O)n[nH]2)c(C)s1.CNC(=O)[C@H](CC(C)C)NC(C)=O"
C 0.96571 -1.91396 -3.17232 -0.4 0.0 0.0
C 0.50286 -0.50564 -2.94081 0.5 0.5 0.1
C 1.33741 0.57195 -2.80972 -1.3 0.1 0.1
C 0.62390 1.81860 -2.56289 0.1 -1.3 -0.3
C 1.36644 3.06292 -2.37719 0.3 0.5 -0.1
C 1.07247 4.15066 -1.61438 0.5 1.4 0.5
C 2.18861 5.08085 -1.76422 -2.1 -1.7 0.2
C 2.29048 6.39955 -1.08322 1.6 2.1 0.5
N 1.39519 6.81477 -0.12701 -1.0 -1.6 -0.1
O 3.18420 7.20402 -1.29739 0.4 -0.7 -0.9
N 3.08751 4.55861 -2.57777 0.1 -0.5 -0.4
N 2.59470 3.34446 -2.94370 -0.7 0.1 0.4
C -0.74344 1.63244 -2.52226 0.5 0.1 -0.2
C -1.80465 2.68788 -2.36807 0.0 -0.3 0.0
S -1.18629 -0.05205 -2.78034 1.4 0.8 0.1
H 0.57590 -2.28475 -4.12472 0.1 -0.1 0.1
H 0.60745 -2.56298 -2.36783 0.1 -0.1 -0.1
H 2.05817 -1.96433 -3.20068 -0.2 0.1 0.0
H 2.41853 0.49578 -2.85984 -0.1 -0.1 0.0
H 0.19398 4.28976 -0.99568 0.2 -0.1 -0.1
H 1.66604 7.64427 0.39359 -0.1 -0.5 -0.3
H 0.77921 6.12905 0.29419 0.1 0.5 0.1
H 3.06223 2.72055 -3.60089 0.1 0.8 0.4
H -2.18568 2.69262 -1.34286 -0.1 0.1 -0.1
H -2.63506 2.48179 -3.04922 0.0 0.1 0.2
H -1.41539 3.68077 -2.60466 0.0 -0.2 0.0
C -0.37819 -4.60296 0.39311 -0.5 0.2 0.2
N -1.44760 -3.65711 0.07506 1.1 -1.0 -0.2
C -1.85537 -2.57161 0.74688 -0.9 0.8 0.2
O -2.72557 -1.87390 0.24050 0.2 0.2 0.4
C -1.26916 -2.15836 2.12223 0.3 -0.2 0.2
C 0.00330 -1.29556 1.98184 -0.4 0.1 -0.6
C -0.12208 -0.07693 1.04520 0.2 0.3 0.5
C -1.16564 0.92940 1.53259 -0.2 -0.6 -0.3
C 1.22700 0.63847 0.96127 -0.2 -0.4 -0.2
N -0.96461 -3.26575 3.04008 0.8 0.9 -0.8
C -1.87081 -4.12442 3.50874 -1.5 -1.0 0.4
C -1.36782 -5.16721 4.47916 0.0 0.1 0.0
O -3.04904 -4.10681 3.18776 0.2 0.3 -0.3
H -0.11181 -5.16710 -0.50199 -0.1 0.2 0.0
H -0.72203 -5.30440 1.15478 0.2 -0.1 0.0
H 0.50787 -4.07810 0.75072 0.0 -0.1 0.0
H -1.97352 -3.82263 -0.76948 0.0 0.1 0.1
H -2.03886 -1.54890 2.59843 -0.2 -0.1 -0.3
H 0.29376 -0.94290 2.97262 0.0 0.0 0.1
H 0.80775 -1.92645 1.60289 0.2 -0.1 0.0
H -0.38583 -0.41197 0.04476 -0.1 -0.1 -0.1
H -1.17286 1.79625 0.87323 0.0 0.1 0.0
H -0.93801 1.24733 2.54962 0.0 0.1 0.1
H -2.15722 0.47744 1.50583 -0.1 0.1 0.1
H 1.14581 1.49466 0.29217 0.1 0.1 0.0
H 1.98002 -0.03976 0.56105 0.2 0.1 0.0
H 1.53502 0.98384 1.94805 0.1 0.1 0.0
H -0.02019 -3.35378 3.37242 0.1 0.0 0.0
H -0.90999 -4.67462 5.33473 0.2 -0.1 0.1
H -2.21242 -5.76782 4.81550 0.1 0.1 -0.1
H -0.64236 -5.80594 3.98013 0.2 -0.1 0.1

---

3.
62
Properties=species:S:1:pos:R:3:forces:R:3 method="wB97M-V/def2-TZVPD" total_charge=+2 orbital_gap_ev="7.16 / 7.40" spin_multiplicity=2 homo_energy_ev="-16.557 / -16.574" lumo_energy_ev="-9.393 / -9.179"
Al 0.91788 0.25765 -0.06756 0.1 -0.1 -0.6
C -0.63022 -2.30755 -2.91886 0.2 0.2 0.3
C -0.18992 -2.29185 -1.45626 -0.6 -0.8 -0.2
C -1.40642 -2.31015 -0.49806 0.8 -0.4 0.0
C 0.74518 -3.45205 -1.12786 -0.1 0.4 0.0
O 0.51618 -1.06635 -1.23086 0.7 1.1 -0.4
Ge 1.09518 0.38755 -2.67576 -0.2 -0.2 1.6
O 2.33358 0.61495 -1.09176 -1.3 -0.6 -0.6
C 3.66708 1.17865 -1.07116 1.0 0.7 -0.1
C 4.38198 0.69895 -2.32906 -0.4 0.0 0.2
C 3.52008 2.69645 -1.05856 -0.2 -0.4 0.0
C 4.33728 0.68575 0.20094 -0.4 -0.2 -0.2
O -0.13742 1.30985 -1.04426 0.5 -0.9 -0.4
C -0.97962 2.46425 -1.20136 -0.3 0.9 -0.3
C -0.08372 3.67085 -1.47546 -0.1 -0.4 0.1
C -1.90042 2.19885 -2.39426 0.4 0.0 0.3
C -1.76342 2.66985 0.09224 0.3 -0.2 -0.3
H -1.12802 -3.23935 -3.17076 0.0 -0.1 0.0
H 0.25448 -2.20525 -3.55826 -0.1 -0.1 0.0
H -1.31952 -1.48245 -3.11616 0.0 0.0 -0.1
H -2.00862 -3.20445 -0.66476 0.2 0.0 0.0
H -1.72552 -0.43405 -0.86096 -0.1 0.0 -0.1
H -1.00102 -2.33625 0.52814 -0.1 -0.1 -0.1
H 0.25458 -4.40975 -1.26526 -0.1 -0.1 0.0
H 1.07588 -3.36995 -0.09426 0.1 -0.1 0.1
H 1.61798 -3.41895 -1.77746 0.0 0.0 0.0
H 3.84978 1.04195 -3.22646 0.2 0.0 0.0
H 4.43668 -0.38885 -2.34046 0.0 -0.1 0.0
H 5.39288 1.09295 -2.36736 0.1 0.1 0.0
H 2.99688 3.03235 -1.95646 0.0 0.1 0.0
H 4.49468 3.17085 -1.02486 0.1 0.1 0.0
H 2.94858 2.99735 -0.17946 0.0 0.1 0.0
H 4.51468 -0.38615 0.14674 0.1 -0.1 0.0
H 3.68328 0.88295 1.05324 0.1 0.1 0.1
H 5.28388 1.19405 0.35664 0.1 0.0 0.0
H 0.55068 3.46665 -2.34326 0.0 0.1 0.0
H 0.54668 3.86895 -0.60956 0.1 0.1 0.0
H -0.68362 4.55175 -1.68586 0.0 0.1 0.0
H -1.29962 1.99275 -3.28686 -0.1 0.1 0.0
H -2.51562 3.06775 -2.59926 -0.1 0.1 0.0
H -2.55802 1.35265 -2.20676 -0.1 -0.1 0.0
H -1.08602 2.56885 0.94124 0.0 0.1 0.1
H -2.57442 1.94975 0.17514 -0.1 -0.1 0.1
H -2.19392 3.66525 0.11394 -0.1 0.1 0.0
O 1.46688 -0.34615 3.67124 0.0 0.0 0.1
C 0.63198 -0.31345 2.82634 -0.4 -0.3 0.6
O 0.83628 0.01935 1.56954 0.2 0.3 -0.1
C -0.81002 -0.70755 3.07794 -0.1 0.1 -0.2
C -1.77262 -0.39805 2.14044 0.2 0.1 0.0
C -3.08252 -0.89145 2.25874 0.9 -0.1 1.1
C -3.45282 -1.63465 3.40344 -0.1 -0.2 0.0
C -2.48332 -1.86095 4.35444 -0.3 -0.1 -0.1
C -1.16442 -1.43015 4.21974 -0.2 0.1 -0.2
N -2.87302 -2.64775 5.58174 0.6 0.8 -1.1
O -3.96132 -3.13165 5.55834 -1.0 -0.5 0.2
O -2.04012 -2.69195 6.43384 0.5 -0.2 0.8
N -3.89982 -0.65175 1.21354 -2.2 -0.7 -0.8
O -4.95712 -1.06435 0.91814 1.7 0.8 0.6
O -2.26522 -1.21245 -0.65206 -0.1 0.6 -0.3
H -1.51642 0.20555 1.28434 -0.1 -0.1 0.0
H -4.45972 -2.01495 3.52574 0.0 -0.1 0.1
H -0.42732 -1.65495 4.98194 0.0 0.0 0.0

---

4.
71
Properties=species:S:1:pos:R:3:forces:R:3 method="wB97M-V/def2-TZVPD" total_charge=-1 orbital_gap_ev=8.70 spin_multiplicity=1 homo_energy_ev=-7.226 lumo_energy_ev=1.474
C 3.93745 -2.76715 0.80650 -0.3 0.2 -0.1
C 2.87198 -3.33034 -0.10481 -0.4 -0.1 0.3
O 1.96204 -3.98948 0.36097 0.3 -0.2 -0.1
N 2.97797 -3.12035 -1.48577 -0.3 0.4 0.3
C 2.81953 -1.69449 -1.91907 -0.1 -0.9 0.1
C 1.32796 -1.33452 -2.05313 0.7 0.2 -0.1
C 1.09208 0.16312 -1.85749 0.2 -0.2 -0.3
C -0.37198 0.59323 -1.92565 0.3 0.0 0.7
C -1.22538 0.33073 -0.63669 -0.4 -0.5 -1.0
C -1.50188 -1.11704 -0.61861 0.2 0.1 0.4
N -1.70590 -2.24689 -0.59547 -0.1 0.0 -0.1
B -2.63959 1.03935 -0.93651 0.2 0.5 -0.2
O -3.73227 0.30739 -1.28911 0.1 0.1 0.9
O -2.64570 2.41358 -0.79266 -0.2 -0.4 0.6
C -0.59209 0.81261 0.70678 -0.4 0.0 0.5
C 0.33227 -0.23313 1.20918 0.6 0.5 -0.9
N 1.16667 -0.96377 1.51189 -0.3 -0.2 0.4
C -1.63398 0.94631 1.85847 0.6 -0.5 0.2
C -2.39210 -0.34565 2.20549 -0.5 0.7 0.8
C -2.50628 -0.48597 3.74399 0.7 -0.4 -0.5
C -1.26790 -1.22472 4.29461 -0.7 0.6 0.1
S -1.31138 -2.99087 4.05738 0.5 -0.9 0.5
O -2.66054 -3.45627 4.08484 -0.2 0.3 -0.4
O -0.40662 -3.55764 5.01314 0.3 0.3 -0.1
O -0.76220 -3.28218 2.59660 -0.4 0.6 0.2
C 0.14155 2.17980 0.57774 0.5 0.1 0.3
C 1.57569 2.26124 1.12426 0.0 0.5 0.1
C 1.63498 2.31026 2.66146 0.3 0.1 -1.0
S 3.31544 2.37652 3.31201 -0.5 0.0 1.7
O 3.55853 1.19212 4.06766 0.3 -0.3 -0.7
O 3.46762 3.61986 4.01193 0.0 0.3 -0.7
O 4.28396 2.37024 2.04583 -0.3 -0.1 0.0
H 3.45342 -2.52865 1.74893 0.0 0.2 0.0
H 4.67819 -3.53843 1.01561 0.1 0.0 -0.2
H 4.41039 -1.88275 0.38467 0.2 -0.1 0.1
H 2.20952 -3.65392 -1.88414 0.1 -0.1 -0.1
H 3.32766 -1.61858 -2.87870 0.1 0.4 0.1
H 3.30570 -1.08619 -1.15726 0.1 0.2 -0.2
H 1.03421 -1.58900 -3.07424 -0.3 -0.2 0.1
H 0.78783 -1.95422 -1.33994 -0.2 0.1 0.0
H 1.60880 0.68020 -2.67206 0.0 0.0 0.0
H 1.60198 0.47040 -0.94258 -0.2 0.1 0.1
H -0.84150 0.05944 -2.74617 -0.1 0.2 -0.1
H -0.43382 1.65661 -2.15039 -0.1 -0.1 -0.2
H -4.54320 0.80779 -1.14366 -0.1 -0.1 -0.5
H -3.54059 2.75917 -0.70416 0.1 0.2 -0.4
H -1.03215 1.21505 2.73537 0.0 0.1 0.0
H -2.28382 1.80469 1.69690 -0.1 -0.1 -0.2
H -1.89427 -1.24111 1.84499 -0.1 0.0 -0.3
H -3.39234 -0.30047 1.77328 0.1 -0.2 -0.2
H -2.51970 0.49508 4.22191 -0.2 0.0 0.0
H -3.39656 -1.04433 4.02569 0.0 0.0 0.1
H -0.33233 -0.81761 3.90835 0.1 -0.2 -0.1
H -1.25679 -1.10622 5.37833 0.2 -0.3 0.0
H 0.06633 -2.79836 2.41539 0.1 -0.2 -0.1
H -0.43384 2.91924 1.13807 -0.2 0.0 -0.1
H 0.16397 2.53623 -0.44741 -0.1 -0.2 -0.1
H 1.96055 3.23097 0.78476 0.0 -0.1 -0.1
H 2.24650 1.51132 0.71305 -0.1 -0.2 0.1
H 1.17977 3.25161 2.96236 -0.1 -0.1 0.4
H 1.15709 1.45262 3.12411 0.1 0.0 0.2
H 4.11906 3.19167 1.55558 0.3 0.0 0.0
B -2.68622 1.13981 -7.40062 -0.2 0.0 -0.6
O -3.42181 1.56293 -6.16079 0.3 -0.1 0.2
C -2.63785 1.42350 -5.12141 -0.6 0.2 0.1
O -2.92199 1.67579 -3.97512 0.2 0.0 0.1
C -1.28260 0.88380 -5.60326 0.4 -0.1 -0.2
O -0.34257 0.65432 -4.88232 0.1 0.0 -0.1
O -1.32973 0.72782 -6.90083 -0.1 0.1 0.3
F -2.57117 2.20600 -8.27896 0.0 0.0 0.1
F -3.32600 0.06786 -7.99911 0.1 0.0 0.1